Density functional theory data (ωB97M-V with the def2-TZVPD basis set) for a cluster of 3 separate species, C5H11N3O in total in a non-equilibrium geometry.

## Properties
Spin multiplicity: 1
LUMO energy (alpha / beta), eV: 0.6720 / 0.6467
Kohn-Sham gap (alpha / beta), eV: 7.27 / 6.91
DFT total energy, Ha: -436.36205

Last column: natural (NBO) charge in e.
Positions of all 20 atoms, in Å:
1 C -2.014 -0.520 1.011  -0.45
2 C 1.347 -1.671 -0.401  -0.69
3 N -1.375 -0.815 -0.252  -0.28
4 C 0.688 -0.381 -0.221  0.14
5 C 0.554 0.836 -0.012  0.15
6 N -2.116 -0.330 -1.302  -0.64
7 N -0.050 2.032 -0.060  -0.85
8 C 2.722 0.975 0.487  0.32
9 O 3.626 0.221 0.708  -0.54
10 H -2.159 0.695 -1.336  0.32
11 H -1.770 -0.698 -2.181  0.36
12 H -0.529 2.372 0.763  0.40
13 H 0.278 2.694 -0.750  0.41
14 H 2.797 2.057 0.829  0.07
15 H -2.191 0.560 1.162  0.14
16 H -2.991 -1.019 1.077  0.21
17 H -1.381 -0.880 1.823  0.20
18 H 1.068 -2.167 -1.334  0.24
19 H 1.055 -2.352 0.402  0.24
20 H 2.438 -1.610 -0.412  0.25

=====

Density functional theory data (ωB97M-V with the def2-TZVPD basis set) for a structure of composition C5H11N3O in a non-equilibrium geometry.

## Properties
Spin multiplicity: 1
LUMO energy, eV: 0.7068
Kohn-Sham gap, eV: 7.39
DFT total energy, Ha: -436.29421

Last column: natural (NBO) charge in e.
Positions of all 20 atoms, in Å:
1 C -0.043 -1.550 -0.281  -0.35
2 C 1.080 1.595 -0.903  -0.43
3 C 1.119 -0.134 1.821  -0.65
4 C -0.673 -0.232 -0.787  0.45
5 C 0.325 -0.336 0.593  0.26
6 N -1.386 -0.264 -1.944  -0.87
7 O -1.588 -0.008 1.833  -0.51
8 N -1.246 -0.116 0.513  -0.35
9 N 0.662 0.236 -0.682  -0.46
10 H -2.561 0.098 1.812  0.47
11 H -0.940 -0.202 -2.853  0.40
12 H -2.397 -0.335 -1.948  0.40
13 H -0.698 -2.314 0.149  0.18
14 H 0.749 -2.020 -0.874  0.17
15 H 0.337 2.125 -1.506  0.20
16 H 1.214 2.121 0.045  0.19
17 H 2.031 1.586 -1.443  0.20
18 H 1.061 0.900 2.176  0.22
19 H 2.176 -0.363 1.647  0.23
20 H 0.780 -0.785 2.633  0.24

=====

Density functional theory data (ωB97M-V with the def2-TZVPD basis set) for a structure of composition C5H11N3O in a non-equilibrium geometry.

## Properties
Spin multiplicity: 1
LUMO energy, eV: -0.1922
Kohn-Sham gap, eV: 8.71
DFT total energy, Ha: -436.40593

Last column: natural (NBO) charge in e.
Positions of all 20 atoms, in Å:
1 C -2.778 -0.857 -0.710  -0.49
2 C -1.439 0.918 0.122  -0.36
3 C -0.196 0.147 0.098  0.52
4 C 1.198 0.684 0.061  0.33
5 C 2.560 -1.433 0.072  -0.41
6 H -3.257 -0.023 -1.294  0.20
7 H -1.531 -1.100 -1.060  0.21
8 H -3.302 -1.994 -0.607  0.22
9 H -2.454 -0.400 1.466  0.36
10 H -1.703 1.576 -0.643  0.25
11 H -1.345 1.610 0.919  0.25
12 H 1.949 2.609 -0.469  0.35
13 H 3.333 0.702 0.324  0.37
14 H 2.154 -2.042 -0.709  0.21
15 H 2.343 -1.955 1.051  0.20
16 H 3.721 -1.501 -0.030  0.19
17 N -2.605 0.141 0.609  -0.62
18 N 1.083 1.997 -0.223  -0.66
19 N 2.376 -0.068 -0.239  -0.58
20 O -0.245 -1.091 0.271  -0.55